36
Properties=species:S:1:pos:R:3:forces:R:3:mulliken_charge:R:1 method="wB97M-V/def2-TZVPD" total_energy_ha=-861.14456 e_above_lowest_ev=1.460 multiplicity=1 lumo_ev=0.2 smiles="[H]/N=C(/N)NC[C@@](N)(CCCCB(O)O)C(=O)O" max_force_ev_per_a=5.893 gap_ev=8.4591
H -0.59390 -2.68613 0.30011 -0.2 0.6 0.3 0.427
N -1.59562 -2.78203 0.43560 -2.2 0.5 1.1 -0.975
C -2.19458 -1.87633 1.16786 5.8 -0.4 -1.0 0.428
N -3.46741 -1.90469 1.49503 -3.2 -1.3 -0.3 -0.372
N -1.46363 -0.78542 1.73828 -1.5 1.3 -0.4 -0.117
C -0.20086 -0.91642 2.47127 -0.5 2.2 -1.0 -1.778
C 1.09909 -0.77750 1.63189 0.1 -1.2 -1.0 2.403
N 1.31365 -1.93819 0.70845 -0.3 -0.3 1.8 -0.813
C 1.11124 0.45380 0.78588 1.0 2.0 -0.2 -1.736
C 0.38121 0.30216 -0.50963 0.4 -1.0 -1.4 0.071
C 0.49450 1.51442 -1.43849 -2.2 -0.7 -0.7 -0.736
C -0.30477 1.30708 -2.75353 -1.3 2.3 -1.0 -0.721
B -0.64136 2.61642 -3.68638 4.6 -1.3 1.7 0.547
O 0.50972 3.14829 -4.29690 -1.0 0.4 -1.1 -0.557
O -1.86183 3.07552 -3.70751 -2.4 0.7 -0.6 -0.458
C 2.33112 -0.70169 2.49622 0.0 -0.3 2.4 0.010
O 2.23823 -0.32342 3.63261 0.2 0.5 0.6 -0.585
O 3.51989 -1.18517 2.05482 -0.7 -0.2 -1.4 -0.480
H -3.99487 -2.68877 1.06617 0.4 1.2 0.5 0.312
H -3.95934 -1.13689 1.93023 0.2 -0.4 -0.2 0.187
H -2.07736 -0.05811 2.12365 0.6 -0.6 -0.2 0.249
H -0.22254 -0.10158 3.23690 0.3 -1.0 -0.5 0.455
H -0.34433 -1.85134 2.86455 0.9 -2.4 1.7 0.517
H 1.96199 -1.59367 0.03347 0.6 -0.2 -0.6 0.299
H 1.85094 -2.59287 1.29317 -0.4 -0.1 -0.8 0.294
H 0.81111 1.38619 1.32457 0.0 -0.8 -0.1 0.299
H 2.18742 0.62338 0.54523 -0.5 0.2 -0.1 0.433
H 0.84731 -0.59573 -1.02224 -0.6 1.2 0.1 0.224
H -0.63958 -0.02663 -0.34739 -0.2 0.3 0.0 0.158
H 0.06483 2.42855 -1.03205 0.1 0.0 0.7 0.357
H 1.50332 1.70695 -1.66949 1.4 0.3 -0.3 0.316
H 0.18575 0.76908 -3.55129 0.2 -1.2 0.3 0.219
H -1.37363 1.05174 -2.61803 0.8 -1.0 0.5 0.204
H 0.41805 3.76596 -5.05855 -0.1 -0.5 1.0 0.270
H -2.03391 3.67688 -4.42580 -0.3 0.6 -0.3 0.288
H 4.14015 -1.30384 2.78131 -0.2 0.4 0.4 0.362

---

36
Properties=species:S:1:pos:R:3:forces:R:3:mulliken_charge:R:1 method="wB97M-V/def2-TZVPD" total_energy_ha=-653.42131 e_above_lowest_ev=1.363 multiplicity=1 lumo_ev=0.4 smiles=CCC[C@H](N)CNC.O.O.O.O max_force_ev_per_a=3.182 gap_ev=9.0793
C 0.30463 2.66238 -1.46282 -1.4 -0.6 2.6 -0.960
C 1.48162 1.80401 -1.89256 -0.6 0.4 -1.1 -0.424
C 1.00596 0.45123 -2.47670 1.5 1.2 -0.2 -1.100
C 0.79287 -0.60603 -1.43132 0.7 -3.1 0.3 0.170
N -0.39196 -0.46554 -0.57694 -0.3 0.9 -0.8 -0.514
C 2.10994 -0.90839 -0.58413 -0.1 1.3 -0.8 -0.863
N 2.07608 -0.23441 0.70309 1.1 -2.0 1.5 -0.316
C 2.07400 -1.25182 1.81695 -0.4 1.3 0.1 -0.975
H -0.64174 2.45345 -2.05083 1.3 0.7 0.3 0.269
H 0.54398 3.72443 -1.31959 -0.2 -0.2 -0.6 0.385
H -0.00197 2.36930 -0.37709 0.4 0.4 -1.6 0.075
H 2.04817 2.33077 -2.66081 -0.2 0.1 -0.4 0.388
H 2.24053 1.70458 -1.13089 -0.1 -0.4 0.6 0.313
H 1.80561 0.21053 -3.19098 0.1 -0.9 0.6 0.406
H 0.21485 0.60095 -3.19873 -0.9 0.1 0.4 0.502
H 0.66988 -1.59632 -1.92035 -0.3 0.6 -0.3 0.108
H -0.36424 -1.00714 0.26859 0.3 -0.5 0.1 0.128
H -0.55638 0.48207 -0.27328 0.3 0.3 0.0 0.453
H 2.35911 -1.97119 -0.45867 -0.9 0.0 0.2 0.331
H 2.98690 -0.63481 -1.19839 -0.3 0.6 0.2 0.362
H 1.33915 0.42582 0.86973 -0.3 0.0 -0.5 0.351
H 1.67361 -2.23172 1.53980 -0.5 0.2 -0.2 0.297
H 3.07014 -1.48315 2.14748 0.7 0.1 0.1 0.319
H 1.54335 -0.84842 2.70974 0.2 -0.3 -0.6 0.316
O -1.94645 1.04282 1.32671 0.2 0.1 -0.4 -0.696
H -2.46710 1.83873 1.47143 -0.1 -0.1 -0.2 0.265
H -2.50230 0.42583 0.78530 -0.3 0.8 0.5 0.354
O -2.28580 -2.62143 0.91510 0.3 0.2 0.7 -0.629
H -1.64038 -3.09448 1.45515 0.0 -0.3 -0.2 0.287
H -2.61689 -1.97395 1.55387 -0.3 0.0 -0.2 0.327
O -2.07664 -0.08208 3.68929 0.1 -0.2 0.6 -0.638
H -2.11792 0.87388 3.57156 -0.1 -0.2 0.1 0.309
H -1.56882 -0.33236 2.91274 0.0 0.1 0.0 0.332
O -3.27901 -0.35797 -0.48151 0.6 0.1 0.0 -0.730
H -3.59306 -1.26735 -0.45587 0.1 0.0 0.0 0.305
H -2.28974 -0.43224 -0.59509 -0.7 -0.5 -0.8 0.492

---

21
Properties=species:S:1:pos:R:3:forces:R:3:mulliken_charge:R:1 method="wB97M-V/def2-TZVPD" total_energy_ha=-419.70273 e_above_lowest_ev=8.781 multiplicity=1 lumo_ev=-3.5 smiles=CNO[N+](C)(C)OC total_charge=+1 max_force_ev_per_a=4.396 gap_ev=9.9852
C 0.49775 0.40743 -2.80984 1.4 2.0 0.3 -0.774
N 0.70543 -0.46212 -1.69018 -1.0 -2.6 1.2 -0.044
O 0.85035 -0.17121 -0.41410 1.7 1.2 -0.7 -0.231
N -0.34518 0.05471 0.64600 0.1 2.2 -0.2 0.448
C 0.23307 1.04835 1.60732 1.0 1.4 -2.4 -0.881
C -1.49827 0.68593 0.08685 -0.3 -1.2 -4.0 -1.021
O -0.69993 -1.15369 1.08813 -0.2 -0.9 -0.3 -0.244
C 0.36201 -1.91140 1.68163 -0.4 -0.1 4.4 -0.615
H -0.29529 0.07401 -3.41580 -1.4 -0.3 -0.4 0.346
H 0.31907 1.43979 -2.41433 0.2 -0.8 -0.7 0.287
H 1.38035 0.37588 -3.50247 -0.4 0.3 0.9 0.272
H 0.36872 -1.42289 -1.75976 0.3 0.3 -0.4 0.275
H -0.42131 1.93751 1.56485 0.8 -0.2 -0.3 0.368
H 0.00084 0.63225 2.48496 -0.1 -1.4 3.9 0.515
H 1.32168 1.28297 1.44324 -1.3 -0.5 0.1 0.265
H -1.86000 -0.11819 -0.62541 -0.1 1.4 0.4 0.314
H -2.29108 0.98846 0.71190 -0.6 -0.2 1.5 0.376
H -1.15797 1.60723 -0.41447 -0.1 -0.6 -0.1 0.453
H 0.74109 -2.82808 1.18853 -0.5 1.0 -0.4 0.290
H -0.20946 -2.23131 2.67640 1.6 0.2 -2.0 0.267
H 1.17358 -1.21241 2.04758 -0.7 -1.0 -0.7 0.335

---

19
Properties=species:S:1:pos:R:3:forces:R:3:mulliken_charge:R:1 method="wB97M-V/def2-TZVPD" total_energy_ha=-538.79429 e_above_lowest_ev=0.764 multiplicity=1 lumo_ev=0.3 smiles=OB(O)ONc1ccccc1 max_force_ev_per_a=5.931 gap_ev=8.6048
O -2.17574 -2.92253 1.32180 2.1 -0.7 -0.8 -0.464
B -2.35265 -1.63047 1.61862 -0.1 -0.4 0.4 0.669
O -3.43383 -1.20040 2.27568 -1.2 2.0 0.3 -0.514
O -1.47293 -0.64877 1.39442 3.6 1.0 -2.4 -0.542
N -0.13328 -1.02509 0.45274 -3.0 -2.1 4.6 -0.190
C 0.26379 0.04237 -0.30363 2.2 0.2 -0.7 0.492
C 1.68270 0.13472 -0.55087 -2.3 -0.3 0.2 -0.481
C 2.09210 0.94939 -1.55332 1.9 0.6 1.1 -0.448
C 1.18811 1.81410 -2.10295 0.2 0.5 -2.8 -0.399
C -0.17602 1.69975 -1.97584 -1.3 0.0 1.6 -0.524
C -0.67774 0.77782 -1.02397 1.2 -0.1 0.8 -0.203
H -2.97821 -3.38690 1.28132 -1.5 -1.1 0.1 0.303
H -4.01705 -1.66473 2.84445 -0.3 -0.9 0.4 0.295
H 0.37723 -1.41354 1.31228 -0.1 1.3 -2.2 0.328
H 2.40992 -0.42401 -0.02796 0.3 -0.8 0.7 0.328
H 3.19851 1.05735 -1.70578 -1.3 -0.1 -0.2 0.287
H 1.60999 2.43919 -2.88484 -0.4 0.4 0.1 0.315
H -0.85436 2.40949 -2.46506 0.4 -0.5 0.0 0.330
H -1.64436 0.54974 -0.57097 -0.4 0.8 -1.2 0.417

---

11
Properties=species:S:1:pos:R:3:forces:R:3:mulliken_charge:R:1 method="wB97M-V/def2-TZVPD" total_energy_ha=-426.89525 e_above_lowest_ev=4.418 multiplicity=1 lumo_ev=-1.0 max_force_ev_per_a=14.240 gap_ev=7.9918
H 3.14452 -0.40159 -0.20885 3.9 3.3 -0.3 0.250
N 2.36974 -0.87998 -0.05271 -7.0 -2.5 1.2 -0.715
C 1.22785 -0.24036 0.10339 4.2 -3.7 -1.7 0.487
N 1.08820 1.07670 0.16660 -0.6 3.0 -0.2 -0.236
N -0.08190 1.65197 -0.08240 12.6 6.6 1.0 -0.421
N -1.04481 1.03470 -0.12872 -12.1 -6.1 0.2 -0.034
C -1.05252 -0.26364 0.05006 -0.4 -5.1 -2.2 0.510
O -2.27153 -0.91100 0.00504 0.9 4.1 2.1 -0.462
N 0.06172 -1.04144 -0.05686 -2.3 1.2 1.3 -0.098
H -2.80579 -0.08502 0.37575 0.5 -2.5 -1.4 0.419
H 0.03088 -2.09504 -0.04932 0.3 1.7 0.0 0.301

---

21
Properties=species:S:1:pos:R:3:forces:R:3:mulliken_charge:R:1 method="wB97M-V/def2-TZVPD" total_energy_ha=-420.37528 e_above_lowest_ev=5.677 multiplicity=1 lumo_ev="-0.2 / -1.9" max_force_ev_per_a=4.491 gap_ev="9.5370 / 6.7042"
C 2.78162 -0.66883 0.07233 0.1 0.2 0.7 0.656
C -2.40132 -0.64286 0.56130 2.2 -3.2 1.7 -1.672
C -0.75319 -0.73159 -1.31241 2.5 0.3 1.3 -1.404
C 2.19401 1.63594 -0.12927 -2.2 2.5 3.0 -0.790
C 0.02236 -0.49059 1.07140 1.0 0.1 1.1 -1.191
C -1.01162 -0.10624 0.09736 -1.7 -1.2 -2.3 1.593
N 3.28870 -1.60111 0.54746 0.6 -0.6 0.0 -0.537
N 2.01087 0.26532 -0.34865 -0.6 -0.6 -1.1 -0.292
O -1.07155 1.28352 -0.07373 2.1 0.7 3.0 -0.523
H -2.36720 -1.79651 0.56816 0.2 1.5 0.0 0.345
H -2.73141 -0.41961 1.56199 0.2 0.7 0.5 0.374
H -3.16823 -0.44855 -0.08209 -1.9 1.0 -2.1 0.458
H -1.11862 -1.74353 -1.23505 0.1 -0.4 -0.6 0.375
H 0.41159 -0.67299 -1.46018 -2.5 -0.3 -0.2 0.341
H -1.26901 -0.14753 -2.06522 -0.1 -0.1 -0.2 0.394
H 2.46154 2.25276 -1.02728 0.5 -0.8 0.9 0.311
H 1.11748 2.02333 0.08111 1.6 -0.5 -0.6 0.217
H 2.65370 1.84926 0.93120 0.1 0.0 -2.4 0.301
H -0.16443 -0.02191 2.09039 0.8 -0.7 -1.2 0.294
H 0.71104 -1.38309 0.92495 -1.5 1.2 0.5 0.416
H -1.59633 1.56479 -0.77377 -1.5 0.2 -1.9 0.335